Record 1
C13H25N3O | ωB97M-V/def2-TZVPD

Last column: Mulliken charge in e.
Positions of all 42 atoms, in Å:
O1 -0.01645 0.89590 2.91196  -0.476
N1 0.74059 0.55464 1.73820  0.032
C1 0.17061 -0.29174 0.79212  0.261
N2 0.79147 -0.88742 -0.17904  -0.455
C2 2.24157 -0.74153 -0.37491  0.543
C3 2.92756 -2.01360 0.08129  -0.804
C4 4.40284 -2.06889 -0.38074  -0.677
C5 4.63816 -1.73869 -1.87107  -0.645
C6 3.93360 -0.44517 -2.27908  -0.660
C7 2.43753 -0.48370 -1.85716  -1.039
N3 -1.19827 -0.51104 0.74572  -0.187
C8 -2.08151 0.63431 0.74357  -0.471
C9 -2.65566 0.84842 -0.67101  -0.988
C10 -3.74784 1.90325 -0.73961  -0.630
C11 -4.73124 1.93637 0.46005  -0.667
C12 -4.14840 1.56146 1.78613  -0.695
C13 -3.22283 0.32556 1.71989  -0.366
H1 -0.82582 0.35291 2.92091  0.376
H2 1.74318 0.67470 1.73323  0.169
H3 2.67520 0.11224 0.15516  0.054
H4 2.43244 -2.94116 -0.24919  0.332
H5 2.90194 -1.99666 1.18543  0.235
H6 4.93279 -1.33829 0.23242  0.351
H7 4.81110 -3.09207 -0.18221  0.304
H8 5.70075 -1.64169 -2.04326  0.338
H9 4.21969 -2.57266 -2.44883  0.311
H10 4.00095 -0.25813 -3.34804  0.343
H11 4.42293 0.39075 -1.77853  0.321
H12 1.96237 0.43955 -2.16860  0.311
H13 1.88118 -1.25542 -2.40702  0.355
H14 -1.38883 -1.19632 0.04482  0.385
H15 -1.58323 1.52322 1.06952  0.599
H16 -3.05789 -0.12736 -1.01575  0.397
H17 -1.86081 1.15613 -1.33408  0.253
H18 -3.28568 2.91408 -0.83060  0.311
H19 -4.30040 1.74499 -1.67908  0.344
H20 -5.60803 1.29783 0.22072  0.308
H21 -5.16459 2.91474 0.57723  0.311
H22 -3.59203 2.42842 2.15925  0.363
H23 -4.94704 1.38945 2.50708  0.336
H24 -3.78155 -0.52471 1.34023  0.244
H25 -2.77037 0.12731 2.71289  0.275

* SMILES: ON/C(=N\C1CCCCC1)NC1CCCCC1
* HOMO: -8.0 eV
* Kohn-Sham gap: 9.0 eV



Record 2
C13H25N4O2P2Rh | ωB97M-V/def2-TZVPD

Last column: Mulliken charge in e.
Positions of all 47 atoms, in Å:
C1 1.82541 3.42079 -2.02319  -1.103
C2 1.53632 2.37775 -1.07877  1.179
N1 0.57365 1.43565 -1.45442  0.317
C3 0.42847 1.14138 -2.75415  0.369
C4 0.99057 1.96602 -3.74666  -0.495
C5 1.67002 3.14836 -3.38065  -0.714
C6 2.02516 2.30477 0.22865  -1.491
P1 1.60026 0.82538 1.17681  1.474
Rh1 -0.12206 0.00439 0.13242  -0.811
P2 -1.24812 -0.77029 -1.69618  1.166
C7 -0.27662 -0.14794 -3.15092  -1.203
O1 -0.16847 4.54365 1.49047  -0.790
O2 -1.88053 2.38768 2.04163  -0.654
H1 2.33297 4.29341 -1.64871  0.436
H2 0.92563 1.64676 -4.78676  0.393
H3 2.08892 3.80588 -4.13943  0.379
C8 3.32141 0.21711 1.06875  -1.478
C9 1.36970 1.24515 2.94646  -1.176
H4 -0.93350 0.02027 -4.01138  0.501
H5 0.48163 -0.90298 -3.39494  0.428
H6 0.58024 4.07818 1.14614  0.359
H7 2.68337 3.17837 0.55940  0.288
C10 -1.39864 -2.55838 -1.89504  -1.304
C11 -2.89071 -0.03779 -1.99385  -1.440
H8 -1.57220 1.14297 0.91445  0.353
H9 -2.01681 2.10031 2.97403  0.320
H10 -1.21431 3.11681 2.13316  0.357
H11 -0.62615 4.97921 0.72896  0.338
H12 1.42941 -0.60552 0.14921  0.082
H13 -1.61168 0.72732 0.31676  0.022
H14 3.99329 1.00316 1.45341  0.414
H15 3.33971 -0.72322 1.62900  0.430
H16 3.50714 0.05613 -0.00480  0.448
H17 2.13379 1.96088 3.29155  0.388
H18 0.37114 1.63704 3.21208  0.186
H19 1.49822 0.32164 3.52926  0.386
H20 -3.28612 -0.32836 -2.98142  0.438
H21 -3.55777 -0.38657 -1.19329  0.357
H22 -2.80753 1.05677 -1.92746  0.381
H23 -1.94924 -2.79051 -2.81340  0.403
H24 -0.40039 -3.00871 -1.92691  0.377
H25 -1.93640 -2.95947 -1.02936  0.338
N2 -0.77233 -1.39160 1.36423  -0.454
C12 -1.02266 -2.42964 1.86499  0.503
N3 -1.34538 -3.41558 2.59832  -0.613
C13 -1.18805 -4.69033 2.29222  0.428
N4 -1.11125 -5.84577 2.15939  -0.509

* spin multiplicity: 5
* HOMO (spin up / spin down): -4.4 / -8.4 eV
* Kohn-Sham gap (spin up / spin down): 4.6 / 6.0 eV



Record 3
C13H25N7O4S2 | ωB97M-V/def2-TZVPD

Last column: Mulliken charge in e.
Positions of all 51 atoms, in Å:
N1 3.80918 -0.79353 -0.18248  -0.737
C1 2.86661 0.34632 -0.61824  1.005
N2 1.63860 -0.33128 -1.19054  -0.094
N3 3.62222 1.18916 -1.64630  -0.734
C2 2.57655 1.32211 0.66734  -1.300
N4 1.13774 1.36122 1.13257  0.398
C3 0.84484 0.73818 2.51002  -0.181
C4 -0.76135 0.88693 2.80674  -0.471
N5 -1.18741 1.60251 1.51897  0.156
C5 -0.12356 1.91775 0.47979  -0.015
C6 -0.21133 2.69468 -0.96115  -0.668
C7 -0.85909 1.81916 -2.18655  -0.379
C8 -2.31501 1.13592 -1.85838  -0.276
S1 -2.67633 -0.39487 -2.88718  -0.110
C9 -1.31451 -1.70301 -2.65666  0.099
S2 -0.15853 -1.81672 -3.89795  -0.162
N6 -1.39112 -2.55456 -1.40887  0.051
C10 -0.31970 -3.62075 -1.35360  -0.461
C11 -0.24077 -4.39498 0.12656  -0.394
O1 -1.29277 -3.94677 1.06466  -0.444
C12 -1.04947 -2.50523 1.22922  -0.337
C13 -1.45728 -1.71758 -0.14984  -0.133
H1 4.58695 -0.36315 0.36590  0.312
H2 3.25824 -1.43040 0.46582  0.239
H3 1.37930 -1.16224 -0.61354  -0.143
H4 1.92560 -0.68874 -2.13973  0.241
H5 3.05378 2.05644 -1.81724  0.249
H6 3.77995 0.66409 -2.53443  0.319
H7 2.98331 2.40484 0.43816  0.294
H8 3.21680 0.89467 1.57492  0.253
H9 1.58648 0.25405 3.28589  0.299
H10 -1.41625 0.57621 3.74103  0.345
H11 -2.20109 1.84061 1.44326  0.372
H12 0.89082 3.07113 -1.21561  0.284
H13 -0.89335 3.65213 -0.78799  0.427
H14 -0.11289 1.01658 -2.63524  0.107
H15 -1.05168 2.58983 -3.07771  0.391
H16 -3.13484 1.94892 -2.15487  0.371
H17 -2.43728 0.82922 -0.73144  -0.064
H18 0.76891 -3.24525 -1.56319  0.207
H19 -0.62431 -4.46944 -2.12859  0.423
H20 0.79254 -4.06283 0.62372  0.189
H21 -0.19309 -5.56079 0.03042  0.314
H22 -1.75584 -2.13268 2.10375  0.239
H23 0.04604 -2.21514 1.52083  0.130
H24 -2.59663 -1.39364 -0.02697  0.315
H25 -0.84965 -0.71090 -0.21297  0.044
N7 -3.03486 3.60042 3.87689  0.943
O2 -2.77730 3.19059 5.02096  -0.624
O3 -2.83237 4.79031 3.58324  -0.630
O4 -3.49482 2.82050 3.02662  -0.658

* HOMO: -7.3 eV
* Kohn-Sham gap: 6.1 eV



Record 4
C13H25O24S5 | ωB97M-V/def2-TZVPD

Last column: Mulliken charge in e.
Positions of all 67 atoms, in Å:
O1 13.10179 9.44158 11.22679  -0.630
H1 13.85084 9.60984 11.80908  -0.136
C1 11.24864 9.30132 8.61378  0.736
C2 10.27895 8.09842 8.61332  -0.062
O2 10.70275 7.41778 7.41688  -0.416
C3 12.04635 7.70524 7.18496  0.580
O3 12.84729 7.10502 6.49614  -0.585
O4 12.30517 8.87863 7.72256  -0.295
H2 11.78800 9.56635 9.53151  -0.586
H3 10.72541 10.17957 8.16506  0.177
H4 9.24330 8.47805 8.52886  0.305
H5 10.53777 7.54441 9.52722  0.150
C4 14.25843 13.31932 12.28134  -0.217
C5 13.13734 12.35842 12.63145  0.575
O5 12.02613 13.24806 12.92138  -0.341
S1 12.08243 14.38860 11.85251  1.180
O6 12.05858 15.58642 12.60065  -0.599
O7 11.27857 14.06402 10.73730  -0.567
O8 13.59336 14.31367 11.46559  -0.342
H6 14.94535 12.82381 11.66075  0.216
H7 14.67780 13.85680 13.13016  0.319
H8 13.15250 11.73647 13.54707  0.330
H9 12.96100 11.56822 11.83709  -0.539
C6 11.63449 7.22980 12.72849  0.302
C7 10.16003 7.04095 13.18524  -0.104
O9 10.08944 7.59968 14.46406  -0.376
S2 11.55228 8.00392 15.08378  1.009
O10 11.66568 7.38390 16.35850  -0.618
O11 11.66268 9.38675 14.79206  -0.403
O12 12.38513 7.12584 14.05393  -0.305
H10 11.84364 8.13360 12.19879  -0.533
H11 12.04227 6.45311 12.12750  0.428
H12 9.98045 5.92556 13.27802  0.299
H13 9.35337 7.41660 12.50826  0.168
C8 16.07334 6.97335 12.89889  0.129
C9 16.10086 5.90605 14.01058  -0.347
O13 17.39876 6.04866 14.69817  -0.360
S3 18.35205 7.02047 13.96778  1.067
O14 19.19010 6.36898 13.04725  -0.563
O15 18.87162 8.00101 14.82881  -0.545
O16 17.27602 7.73040 13.02549  -0.221
H14 15.19875 7.52153 13.14857  0.063
H15 16.03290 6.51340 11.86057  0.109
H16 16.21036 4.95861 13.53628  0.312
H17 15.26561 5.83998 14.64149  0.309
C10 9.73375 10.62220 11.32828  0.866
C11 9.18735 10.77384 12.72023  0.041
O17 7.80701 11.11758 12.60609  -0.415
S4 7.25281 10.28671 11.33870  1.080
O18 6.28512 11.11780 10.70480  -0.593
O19 6.97924 8.98394 11.76729  -0.556
O20 8.55183 10.34504 10.44778  -0.252
H18 10.43162 9.80786 11.28651  -0.788
H19 10.30156 11.52765 11.01551  0.066
H20 9.71338 11.57054 13.26831  0.262
H21 9.21278 9.81104 13.22993  0.200
C12 15.62969 8.59715 8.80295  -0.193
C13 15.02982 10.05136 8.82481  0.700
O21 16.18377 10.91866 9.12387  -0.433
S5 17.19764 10.21611 10.11434  1.136
O22 16.80045 10.48865 11.41567  -0.480
O23 18.53812 10.46390 9.63448  -0.629
O24 16.65998 8.73791 9.84460  -0.350
H22 16.06345 8.24287 7.88071  0.271
H23 14.92685 7.86323 9.18774  0.159
H24 14.31053 10.12158 9.68528  -0.508
H25 14.73755 10.42989 7.82564  0.344

* HOMO: -6.0 eV
* total charge: -1
* Kohn-Sham gap: 8.1 eV



Record 5
C13H25OSc | ωB97M-V/def2-TZVPD

Last column: Mulliken charge in e.
Positions of all 40 atoms, in Å:
C1 -0.79890 -1.69310 -2.07214  -0.778
H1 -0.42379 -2.67348 -1.72310  0.513
H2 -1.90780 -1.64440 -2.24628  0.453
H3 -0.18649 -1.72158 1.14661  0.043
C2 0.20326 -0.98949 -2.95905  -0.058
H4 0.26201 0.06216 -2.66460  0.273
H5 1.18977 -1.44174 -2.84519  0.376
C3 -0.18708 -1.24225 -4.40084  -1.278
H6 0.46344 -0.71992 -5.08835  0.377
H7 -0.20629 -2.31833 -4.62094  0.376
H8 -1.22445 -0.90263 -4.46579  0.334
C4 -0.44557 1.56568 1.24363  0.773
C5 -0.63077 2.16703 -0.02420  0.595
C6 -1.77939 1.59823 -0.61954  0.513
C7 -2.33893 0.64187 0.30245  0.333
C8 -1.47716 0.58637 1.43731  0.466
C9 -1.51442 -0.41764 2.54291  -1.458
C10 -3.50208 -0.25006 0.00438  -1.146
C11 -2.35553 1.97536 -1.94435  -1.374
C12 0.14415 3.31564 -0.55047  -1.768
C13 0.66131 1.87539 2.19960  -1.387
Sc1 -0.37440 -0.62235 -0.28639  0.238
H9 -3.51649 -1.14029 0.66269  0.267
H10 -4.41655 0.34184 0.16678  0.417
H11 -3.51857 -0.58711 -1.05119  0.343
H12 -1.96466 -1.35144 2.18432  0.380
H13 -0.50208 -0.64372 2.88866  0.471
H14 -2.10559 -0.09493 3.40895  0.352
H15 1.56153 2.20576 1.64329  0.341
H16 0.38403 2.70168 2.88956  0.347
H17 0.91576 1.00224 2.83858  0.309
H18 0.03094 3.40870 -1.63671  0.390
H19 -0.24793 4.24782 -0.11657  0.362
H20 1.21264 3.26161 -0.29983  0.406
H21 -2.62773 1.11999 -2.60231  0.267
H22 -3.28306 2.52896 -1.73333  0.403
H23 -1.68646 2.65560 -2.49661  0.367
O1 1.91812 -0.85663 0.40356  -0.428
H24 2.33878 -1.17889 1.20613  0.290
H25 2.65537 -0.46014 -0.11652  0.299

* HOMO (spin up / spin down): -15.8 / -16.0 eV
* total charge: +2
* Kohn-Sham gap (spin up / spin down): 5.7 / 5.9 eV



Record 6
C13H26BrF2NO6S3 | ωB97M-V/def2-TZVPD

Last column: Mulliken charge in e.
Positions of all 52 atoms, in Å:
C1 1.98800 1.96988 6.27303  -0.955
C2 3.26845 2.86729 6.07127  0.073
F1 3.58641 3.42878 7.32588  -0.321
N1 3.19528 3.87487 4.99490  0.270
C3 2.96315 3.29741 3.64541  -0.925
C4 4.30840 3.41352 2.77234  -0.393
C5 3.89585 3.24889 1.25150  -0.719
Br1 3.04081 1.49257 0.87610  -0.169
S1 2.17576 5.18542 5.36597  1.168
O1 2.79594 6.05682 6.40444  -0.570
O2 0.79980 4.81541 5.76900  -0.568
F2 2.02959 6.15093 4.00898  -0.257
H1 1.40150 1.79396 5.32185  0.293
H2 2.36422 0.94212 6.57373  0.314
H3 1.30663 2.30251 7.09622  0.335
H4 4.12135 2.17778 5.80582  0.287
H5 2.14704 3.87313 3.11306  0.411
H6 2.68716 2.21239 3.63261  0.365
H7 4.92951 2.52321 3.06187  0.268
H8 4.81014 4.40198 2.93493  0.296
H9 3.17936 4.06940 0.95925  0.399
H10 4.78496 3.33246 0.56655  0.413
O3 1.22185 -1.51696 -0.37112  -0.653
S2 -0.06879 -0.89930 -0.57493  1.220
O4 -1.04910 -0.80313 0.48271  -0.705
C6 0.18437 0.72056 -1.27859  -0.136
C7 0.20839 0.47828 -2.78287  -0.804
C8 -0.92751 -0.50941 -3.06305  -0.553
C9 -0.82975 -1.62713 -2.02371  -0.364
H11 1.10962 1.14893 -0.89560  -0.139
H12 -0.66532 1.34379 -0.99408  0.332
H13 0.08442 1.40783 -3.34030  0.375
H14 1.16446 0.03353 -3.07505  0.330
H15 -1.88863 0.00328 -2.96286  0.290
H16 -0.87491 -0.90905 -4.07530  0.312
H17 -1.81151 -2.01599 -1.75783  0.083
H18 -0.18939 -2.43921 -2.36933  0.375
O5 -2.43311 -2.77007 -4.77119  -0.613
S3 -3.83232 -3.09993 -4.62124  1.177
O6 -4.87550 -2.11258 -4.76890  -0.700
C10 -4.20060 -4.49355 -5.67395  -0.725
C11 -3.90770 -5.71028 -4.80442  -0.554
C12 -4.48862 -5.38548 -3.42549  -0.719
C13 -4.05114 -3.96275 -3.06682  -0.436
H19 -3.58872 -4.45032 -6.57362  0.389
H20 -5.25877 -4.44237 -5.93559  0.339
H21 -4.34453 -6.61709 -5.22473  0.347
H22 -2.82720 -5.86135 -4.72368  0.291
H23 -5.58037 -5.43486 -3.46971  0.296
H24 -4.15941 -6.10034 -2.66987  0.343
H25 -4.80397 -3.44715 -2.47194  0.409
H26 -3.09555 -3.95863 -2.54164  0.174

* SMILES: C[C@H](F)N(CCCBr)S(=O)(=O)F.O=S1(=O)CCCC1.O=S1(=O)CCCC1
* HOMO: -10.3 eV
* Kohn-Sham gap: 10.5 eV